Entry 1:
C10H30BrCuN6O4 | the ωB97M-V functional and the def2-TZVPD basis

Geometry as XYZ:
```
52
Properties=species:S:1:pos:R:3:mulliken_spin:R:1
Cu 9.94 23.89 -14.57 0.6622
Br 12.33 24.80 -14.10 0.2574
C 9.53 24.87 -17.84 0.0033
O 9.82 24.63 -16.67 0.0050
N 9.27 26.17 -18.17 -0.0001
N 9.12 24.00 -18.75 -0.0003
H 8.94 26.44 -19.08 0.0001
H 9.51 26.86 -17.49 0.0000
H 8.91 24.41 -19.64 0.0001
H 9.19 23.00 -18.64 -0.0001
C 6.84 23.07 -15.46 0.0038
O 7.76 23.66 -14.95 0.0053
N 5.76 22.58 -14.81 0.0016
N 6.66 23.02 -16.81 0.0009
H 5.66 22.75 -13.83 0.0001
H 5.02 22.18 -15.36 0.0001
H 7.28 23.56 -17.39 -0.0001
H 5.95 22.42 -17.17 0.0000
C 11.56 20.60 -13.75 -0.0044
C 10.50 20.63 -14.83 -0.0026
C 9.13 20.13 -14.24 0.0028
O 8.58 20.94 -13.20 -0.0001
C 7.41 20.44 -12.61 0.0002
N 10.49 21.90 -15.59 0.0022
H 12.57 20.85 -14.07 0.0002
H 11.66 19.61 -13.28 0.0000
H 11.32 21.10 -12.81 0.0002
H 10.80 19.74 -15.39 0.0016
H 9.32 19.17 -13.74 0.0000
H 8.42 19.97 -15.05 0.0003
H 7.52 19.45 -12.16 0.0000
H 6.63 20.28 -13.37 0.0000
H 6.97 21.15 -11.91 -0.0001
H 10.00 21.73 -16.47 -0.0008
H 11.39 21.79 -16.05 0.0000
C 8.54 24.22 -10.38 0.0022
C 8.74 24.39 -11.90 -0.0065
C 9.10 25.81 -12.27 0.0011
O 9.25 25.84 -13.66 0.0117
C 9.29 27.11 -14.25 -0.0017
N 9.77 23.42 -12.38 0.0624
H 7.55 24.50 -10.02 0.0004
H 9.16 24.95 -9.84 0.0000
H 8.91 23.25 -10.07 -0.0004
H 7.83 23.94 -12.29 0.0005
H 9.98 26.20 -11.76 0.0001
H 8.30 26.39 -11.81 -0.0001
H 10.15 27.64 -13.85 -0.0005
H 8.32 27.62 -14.17 0.0001
H 9.39 26.98 -15.33 0.0008
H 10.63 23.58 -11.88 -0.0037
H 9.50 22.48 -12.14 -0.0053
```

The expectation value of S² is 0.76. Its total charge is +1. The relative energy (zero: lowest compared OMol25 entry of this formula, charge and spin) is 38.52 kcal/mol. The multiplicity is 2. The calculation puts the total energy at -142665.3518 eV. The value obtained for the molecular weight is 441.84 g/mol.

***

Entry 2:
C19H37As3LiOS | the ωB97M-V functional and the def2-TZVPD basis

Geometry as XYZ:
```
62
Properties=species:S:1:pos:R:3:lowdin_charge:R:1
Li 16.87 6.47 7.80 0.4384
C 19.78 6.30 5.00 -0.2851
As 18.97 5.63 6.67 1.0746
C 18.91 3.74 6.16 -0.3099
C 20.64 5.82 7.63 -0.3940
C 20.74 5.37 9.01 -0.7180
C 20.81 3.89 9.13 -0.0688
C 19.70 5.93 10.00 -0.3504
As 17.76 5.51 10.13 1.0413
C 17.69 3.64 10.38 -0.3550
C 17.58 5.92 12.00 -0.3310
C 22.06 5.88 9.65 -0.3805
As 23.98 5.56 9.20 1.1207
C 24.04 4.85 7.41 -0.3893
C 24.26 3.82 10.03 -0.3390
H 19.08 6.95 4.44 0.0347
H 20.03 5.45 4.46 -0.0111
H 20.73 6.86 5.20 0.0562
H 19.86 3.66 5.60 0.0284
H 18.09 3.49 5.44 0.0445
H 18.87 3.06 7.03 0.0165
H 20.82 6.87 7.55 0.0734
H 21.59 5.34 7.07 0.1177
H 19.78 3.42 8.92 0.0791
H 21.09 3.52 10.10 0.0965
H 21.45 3.60 8.35 0.0536
H 19.79 7.02 10.09 0.0799
H 20.05 5.62 11.06 0.0968
H 18.50 3.22 10.90 0.0165
H 17.45 3.04 9.50 0.0188
H 16.87 3.54 11.13 0.0419
H 18.47 5.62 12.53 0.0241
H 16.69 5.61 12.55 0.0387
H 17.47 7.04 12.02 0.0434
H 22.08 5.50 10.66 0.0500
H 22.12 6.98 9.70 0.0538
H 23.80 5.62 6.63 0.0358
H 23.39 4.00 7.30 -0.0049
H 25.07 4.53 7.19 0.0338
H 23.98 3.89 11.08 0.0231
H 25.33 3.62 9.97 0.0155
H 23.76 3.10 9.40 0.0100
C 8.55 5.88 7.41 -0.0416
C 10.05 5.87 7.08 -0.2385
C 11.00 6.32 8.01 -0.0493
C 12.35 6.19 7.84 -0.0525
C 12.75 5.60 6.60 -0.3437
C 11.85 5.18 5.64 -0.0942
C 10.46 5.28 5.87 -0.0159
S 14.51 5.18 6.23 0.9405
C 14.55 3.65 7.09 -0.2267
O 15.22 6.15 7.11 -0.6771
H 7.93 6.01 6.50 0.0855
H 8.25 6.60 8.18 0.0816
H 8.25 4.92 7.79 0.0738
H 10.58 6.70 8.95 0.1251
H 12.99 6.56 8.62 0.1139
H 12.18 4.68 4.78 0.0915
H 9.80 5.05 5.00 0.1356
H 14.10 3.80 8.06 0.0704
H 15.63 3.45 7.15 0.0450
H 14.07 2.93 6.49 0.0558
```

Its total charge is +1. The calculation puts the total energy at -215899.6989 eV. The value obtained for the molecular weight is 545.28 g/mol.

***

Entry 3:
C34H46IrN5OS2Si2 | the ωB97M-V functional and the def2-TZVPD basis

Geometry as XYZ:
```
91
Properties=species:S:1:pos:R:3:mulliken_spin:R:1
Ir 0.05 -0.19 -0.40 0.6688
C -0.38 -3.27 -1.62 -0.0090
N -0.11 -1.95 -2.20 0.0524
C 1.22 -2.00 -2.84 -0.0009
C 1.80 -0.65 -3.23 -0.0212
N 2.20 0.12 -2.05 0.1438
C 2.45 1.52 -2.41 0.0000
C 3.41 -0.36 -1.43 -0.0010
C 4.58 -0.55 -2.14 0.0164
C 5.77 -0.85 -1.49 -0.0009
C 5.80 -0.95 -0.11 0.0020
C 4.64 -0.78 0.61 -0.0104
C 3.43 -0.49 -0.04 -0.0003
S 2.00 -0.31 0.94 0.0666
C -1.12 -1.58 -3.16 -0.0257
C -1.76 -2.52 -3.95 -0.0038
C -2.72 -2.16 -4.88 -0.0005
C -3.06 -0.82 -5.05 -0.0012
C -2.45 0.13 -4.27 0.0097
C -1.48 -0.23 -3.32 0.0183
S -0.77 1.08 -2.44 -0.0771
H -0.14 -4.09 -2.31 -0.0012
H -1.43 -3.35 -1.33 -0.0016
H 0.23 -3.40 -0.73 0.0081
H 1.16 -2.63 -3.74 0.0030
H 1.91 -2.47 -2.14 -0.0100
H 1.06 -0.07 -3.79 -0.0102
H 2.65 -0.83 -3.90 0.0132
H 3.18 1.61 -3.22 0.0037
H 2.82 2.05 -1.54 0.0037
H 1.52 1.98 -2.74 -0.0013
H 4.59 -0.44 -3.21 -0.0002
H 6.67 -0.98 -2.06 -0.0001
H 6.73 -1.16 0.40 -0.0002
H 4.64 -0.85 1.69 0.0029
H -1.51 -3.57 -3.86 -0.0003
H -3.20 -2.92 -5.48 0.0001
H -3.80 -0.53 -5.78 0.0001
H -2.70 1.18 -4.37 -0.0008
C -1.10 5.21 1.53 0.0042
Si -0.22 3.82 0.56 0.0086
C 1.67 4.09 0.59 0.0005
C -0.81 3.99 -1.25 -0.0011
C -0.73 2.23 1.50 0.0599
C -2.00 1.71 1.04 -0.0241
C -3.22 2.28 1.44 0.0084
C -4.40 1.78 0.94 0.0007
C -4.37 0.74 0.02 -0.0027
C -3.14 0.23 -0.33 0.0040
N -1.99 0.69 0.17 0.0412
Si -0.21 1.87 3.30 0.0039
C 1.55 2.51 3.61 0.0010
C -0.27 0.03 3.83 -0.0029
C -1.46 2.71 4.50 0.0031
H -0.81 6.18 1.15 -0.0002
H -0.83 5.18 2.59 -0.0001
H -2.18 5.14 1.45 0.0001
H 1.98 4.68 -0.27 -0.0007
H 2.23 3.16 0.57 -0.0006
H 1.96 4.64 1.48 0.0006
H -0.94 5.03 -1.51 -0.0003
H -1.77 3.49 -1.42 0.0014
H -0.10 3.57 -1.95 -0.0001
H -3.22 3.11 2.12 0.0020
H -5.35 2.20 1.25 0.0001
H -5.27 0.34 -0.40 0.0006
H -3.06 -0.60 -1.03 0.0007
H 2.23 2.23 2.81 -0.0004
H 1.95 2.08 4.52 0.0000
H 1.58 3.58 3.72 -0.0003
H 0.36 -0.58 3.19 0.0024
H -1.27 -0.38 3.80 0.0006
H 0.10 -0.06 4.84 -0.0005
H -1.58 3.77 4.31 -0.0001
H -1.12 2.59 5.52 0.0001
H -2.44 2.25 4.42 0.0000
N 1.39 -5.55 1.60 0.0000
C 0.31 -5.38 2.40 -0.0007
O -0.05 -6.23 3.19 0.0002
C -0.48 -4.12 2.21 -0.0014
C -1.79 -4.11 2.69 0.0000
C -2.57 -2.99 2.48 0.0013
C -2.02 -1.92 1.78 -0.0043
N -0.77 -1.91 1.32 0.0648
C -0.01 -2.97 1.58 -0.0021
H 1.92 -6.40 1.70 0.0000
H 1.76 -4.83 1.01 -0.0001
H -2.15 -4.98 3.21 0.0001
H -3.58 -2.93 2.85 0.0000
H -2.61 -1.04 1.61 -0.0005
H 1.03 -2.87 1.30 -0.0018
```

The expectation value of S² is 0.77. Its total charge is +1. The relative energy (zero: lowest compared OMol25 entry of this formula, charge and spin) is 86.79 kcal/mol. The multiplicity is 2. The calculation puts the total energy at -85761.2195 eV. The value obtained for the molecular weight is 853.30 g/mol.

***

Entry 4:
C4H4N2O | the ωB97M-V functional and the def2-TZVPD basis

Geometry as XYZ:
```
11
Properties=species:S:1:pos:R:3:lowdin_charge:R:1
H 0.04 -1.96 1.20 0.0902
N -0.57 -1.84 0.35 0.1327
C 0.12 -1.12 -0.40 -0.4462
N 1.35 -0.55 -0.29 0.0888
C 1.28 0.66 0.06 -0.1291
C -0.02 1.25 0.06 -0.0539
C -1.24 0.72 -0.01 -0.2035
O -2.35 0.44 -0.14 0.2102
H -0.44 -1.05 -1.33 0.1360
H 2.11 1.25 0.16 0.0887
H -0.28 2.20 0.32 0.0861
```

The relative energy (zero: lowest compared OMol25 entry of this formula, charge and spin) is 69.26 kcal/mol. The calculation puts the total energy at -9237.4843 eV. Its SMILES is [H]/N=C\N=C/C=C=O. The value obtained for the molecular weight is 96.09 g/mol.